{"formula": "C5H9NO2S", "method": "ωB97M-V/def2-TZVPD", "elements": ["O", "O", "C", "N", "S", "C", "C", "C", "C", "H", "H", "H", "H", "H", "H", "H", "H", "H"], "xyz": [[-0.75358, -0.98328, -1.72209], [1.43196, -1.46491, -2.03421], [0.41019, -1.25687, -1.34443], [-0.70555, -0.92790, 0.91411], [-0.82387, 0.79348, 1.04150], [-2.12275, 1.05700, -0.35044], [0.55646, -1.19561, 0.20014], [0.92568, 1.17027, 0.69508], [1.63349, -0.15560, 0.64624], [-1.48014, -1.27652, 0.37959], [-2.81512, 1.76915, 0.07578], [-1.54718, 1.43694, -1.20943], [-2.55215, 0.13390, -0.64152], [0.98160, -2.19326, 0.49610], [1.33169, 1.66637, 1.59819], [0.97785, 1.84511, -0.19210], [2.05084, -0.37600, 1.57257], [2.50056, -0.04226, -0.12507]], "forces_ev_per_a": [[-0.42, -0.19, -0.04], [-0.76, 0.02, 1.18], [0.46, 0.79, -1.13], [1.83, 1.05, 1.24], [-2.05, -1.54, -0.37], [2.29, 1.88, 0.24], [2.37, -1.58, 0.05], [-0.03, 1.41, 0.01], [-0.12, -0.21, -3.74], [-0.30, 0.01, -0.64], [-0.11, 0.18, -0.06], [-0.52, -0.04, 0.26], [-0.12, -0.98, 0.09], [-0.73, 0.71, 0.00], [-0.78, 0.41, -0.57], [0.08, -0.74, 0.58], [0.59, -0.48, 1.68], [-1.67, -0.70, 1.20]], "homo_lumo_gap_ev": 7.8, "lumo_energy_ev": -0.4}